Density functional theory data (ωB97M-V with the def2-TZVPD basis set) for C18H51B3O10 as an isolated structure.

Each line ends with the Löwdin charge.
Cartesian coordinates (Å):
1 O 4.96 -1.08 0.86  -0.096
2 O -2.74 -1.60 -2.51  0.295
3 O -1.08 -3.06 -1.69  0.303
4 O -4.32 5.77 -3.55  -0.097
5 O -3.58 2.83 0.55  -0.096
6 O 0.40 -2.29 3.19  -0.096
7 O -3.36 -3.35 -1.05  0.291
8 O 5.12 1.92 -3.54  -0.085
9 O 0.90 -0.88 -1.96  -0.178
10 O 4.26 0.81 3.92  -0.077
11 C -4.55 -1.05 -0.76  -0.046
12 C -5.44 5.14 -4.17  -0.320
13 C -2.60 3.50 -0.25  -0.315
14 C 5.58 -2.92 -0.60  -0.085
15 C -3.11 4.82 -0.80  -0.090
16 C -5.26 5.00 -5.66  -0.093
17 C 4.18 1.99 -1.29  -0.088
18 C -3.15 -0.43 1.29  -0.079
19 C 1.44 -1.29 -0.72  -0.093
20 C 5.41 -1.42 -0.45  -0.325
21 C 0.06 -4.13 4.75  -0.085
22 C 4.42 2.73 -2.60  -0.319
23 C 3.52 -0.20 4.60  -0.319
24 C 0.90 -3.55 3.63  -0.318
25 C -0.48 -0.53 -1.87  -0.068
26 C -4.39 -1.18 0.78  -0.231
27 C 4.36 -1.43 4.90  -0.089
28 C -1.55 -4.06 0.64  0.058
29 B -2.01 -3.49 -0.75  -0.561
30 B -1.43 -1.77 -2.06  -0.499
31 B -3.57 -2.04 -1.47  -0.522
32 H -0.97 -4.24 4.43  0.073
33 H -5.27 -0.74 1.23  0.102
34 H 2.30 -1.91 -0.93  0.084
35 H 0.44 -5.10 5.07  0.075
36 H 5.90 -3.19 -1.61  0.077
37 H 3.58 1.09 -1.47  0.057
38 H 0.41 -1.69 3.94  0.073
39 H -0.68 -0.14 -0.86  0.126
40 H -6.35 5.72 -3.95  0.109
41 H 0.07 -3.46 5.62  0.073
42 H -0.58 -3.63 0.89  0.048
43 H 0.75 -1.92 -0.15  0.078
44 H -4.36 4.42 -5.88  0.076
45 H -2.25 -1.05 1.28  0.069
46 H -2.35 5.32 -1.39  0.077
47 H -5.59 -1.23 -1.01  0.112
48 H -4.22 6.65 -3.94  0.086
49 H -3.42 5.47 0.02  0.080
50 H -2.93 0.46 0.71  0.052
51 H 0.88 -4.21 2.76  0.103
52 H -6.11 4.50 -6.12  0.074
53 H -0.72 0.28 -2.55  0.125
54 H 4.57 0.44 3.09  0.064
55 H 4.59 1.14 -3.71  0.078
56 H 3.16 0.25 5.53  0.112
57 H 1.74 -0.45 -0.10  0.094
58 H 4.64 -3.44 -0.38  0.073
59 H -1.49 -5.14 0.57  0.081
60 H 6.33 -3.30 0.11  0.074
61 H 2.65 -0.47 3.99  0.098
62 H -5.54 4.16 -3.70  0.109
63 H -4.30 -2.22 1.07  0.098
64 H -2.24 -3.75 1.41  0.072
65 H 3.47 3.05 -3.04  0.108
66 H 5.03 3.61 -2.43  0.110
67 H -3.98 4.66 -1.43  0.050
68 H -4.34 2.67 -0.01  0.079
69 H 5.63 -1.40 1.48  0.073
70 H 3.78 -2.18 5.43  0.067
71 H 5.22 -1.16 5.50  0.076
72 H -5.14 5.98 -6.13  0.072
73 H -4.25 -0.04 -1.03  0.101
74 H 4.73 -1.87 3.97  0.064
75 H 5.12 1.67 -0.85  0.073
76 H 4.65 -1.06 -1.14  0.089
77 H -1.74 3.66 0.40  0.112
78 H 1.95 -3.44 3.94  0.098
79 H -2.29 2.84 -1.07  0.104
80 H 3.65 2.62 -0.58  0.078
81 H -3.34 -0.12 2.31  0.077
82 H 6.34 -0.90 -0.67  0.114

Results
E: -1543.549579 a.u.
HOMO: -9.39 eV
E_LUMO: 0.52 eV